a.
{
  "formula": "C14H16O",
  "method": "the ωB97M-V functional and the def2-TZVPD basis",
  "elements": ["O", "C", "C", "C", "C", "C", "C", "C", "C", "C", "C", "C", "C", "C", "C", "H", "H", "H", "H", "H", "H", "H", "H", "H", "H", "H", "H", "H", "H", "H", "H"],
  "positions_angstrom": [[1.463, -1.595, 0.610], [-2.576, -2.247, -0.364], [2.936, 0.206, 0.171], [0.836, 0.769, 1.276], [1.725, -0.231, 0.670], [-3.103, -3.457, 0.412], [2.360, 2.520, 0.539], [-2.742, 0.157, -0.835], [-1.732, 0.034, -1.792], [2.874, 3.909, 0.523], [3.228, 1.569, -0.039], [1.198, 2.130, 1.207], [-3.170, -0.990, -0.173], [-1.094, -1.170, -2.001], [-1.467, -2.319, -1.215], [-2.293, -3.615, 1.143], [-4.170, -3.461, 0.579], [0.729, 2.946, 1.622], [2.667, 4.607, 1.383], [-3.050, 1.076, -0.321], [-0.832, -3.225, -1.304], [3.792, -0.469, 0.150], [-0.042, 0.475, 1.741], [3.909, 4.006, 0.113], [4.197, 1.738, -0.533], [2.289, 4.430, -0.215], [-3.950, -1.066, 0.498], [0.794, -1.930, 1.289], [-0.389, -1.279, -2.785], [-2.939, -4.467, -0.086], [-1.448, 0.952, -2.264]],
  "nbo_charge": [-0.69, -0.02, -0.27, -0.26, 0.30, -0.66, -0.04, -0.21, -0.22, -0.64, -0.19, -0.21, -0.22, -0.20, -0.21, 0.23, 0.23, 0.21, 0.22, 0.22, 0.21, 0.22, 0.21, 0.22, 0.22, 0.22, 0.20, 0.49, 0.22, 0.22, 0.21],
  "smiles": "Cc1ccc(O)cc1.Cc1ccccc1",
  "multiplicity": 1,
  "lumo_ev": 0.68,
  "charge": 0,
  "gap_ev": 8.838
}

=====

b.
{
  "formula": "C14H16O",
  "method": "the ωB97M-V functional and the def2-TZVPD basis",
  "elements": ["O", "C", "C", "C", "C", "C", "C", "C", "C", "C", "C", "C", "C", "C", "C", "H", "H", "H", "H", "H", "H", "H", "H", "H", "H", "H", "H", "H", "H", "H", "H"],
  "positions_angstrom": [[0.201, -1.522, 2.077], [-0.312, -3.842, -2.499], [0.525, 3.979, 2.799], [0.382, 2.518, 2.376], [-0.818, 0.357, -2.306], [-1.133, -0.348, -3.483], [1.507, 1.883, 1.865], [-0.934, -1.705, -3.578], [-0.865, 1.835, 2.401], [-0.845, 0.495, 2.256], [0.102, -1.729, -1.376], [-0.326, -2.384, -2.544], [0.347, -0.148, 2.013], [1.550, 0.522, 1.628], [-0.091, -0.309, -1.318], [1.154, -1.879, 2.327], [0.783, -2.203, -0.673], [1.434, 4.499, 2.495], [0.646, 3.803, 3.856], [-0.753, -4.231, -1.580], [-0.899, -4.318, -3.351], [-1.778, -0.074, 2.415], [0.806, -4.135, -2.519], [0.439, 0.225, -0.503], [-0.960, 1.356, -2.303], [2.424, 0.065, 1.223], [-1.688, 0.130, -4.228], [-1.853, 2.372, 2.537], [-1.208, -2.355, -4.460], [-0.305, 4.606, 2.753], [2.469, 2.541, 1.701]],
  "nbo_charge": [-0.69, -0.63, -0.63, -0.05, -0.23, -0.19, -0.18, -0.23, -0.18, -0.30, -0.22, -0.02, 0.37, -0.34, -0.19, 0.48, 0.21, 0.22, 0.22, 0.22, 0.21, 0.23, 0.22, 0.22, 0.20, 0.23, 0.20, 0.22, 0.21, 0.22, 0.21],
  "smiles": "Cc1ccc(O)cc1.Cc1ccccc1",
  "multiplicity": 1,
  "lumo_ev": 0.74,
  "charge": 0,
  "gap_ev": 8.953
}

=====

Most favorable first, least favorable last: b, a

=====

a.
{
  "formula": "C14H16O",
  "method": "the ωB97M-V functional and the def2-TZVPD basis",
  "elements": ["O", "C", "C", "C", "C", "C", "C", "C", "C", "C", "C", "C", "C", "C", "C", "H", "H", "H", "H", "H", "H", "H", "H", "H", "H", "H", "H", "H", "H", "H", "H"],
  "positions_angstrom": [[-2.771, -1.387, -0.442], [0.635, -2.902, 1.250], [-1.456, -3.293, 0.178], [1.714, -3.194, 2.270], [1.229, 1.413, -1.723], [-0.469, -1.118, -0.015], [-0.294, -3.785, 0.785], [1.771, 3.487, -0.648], [2.186, 2.301, -1.187], [0.625, -1.582, 0.667], [-1.581, -1.974, -0.115], [-0.100, 1.701, -1.404], [-1.906, 3.127, -0.324], [-0.510, 2.886, -0.817], [0.426, 3.868, -0.548], [-2.017, 3.436, 0.716], [-0.157, -4.860, 0.945], [2.430, 4.285, -0.290], [3.203, 1.956, -1.194], [2.319, -2.319, 2.473], [1.439, -0.947, 0.921], [-0.918, 0.987, -1.629], [1.278, -3.425, 3.251], [-2.436, 2.171, -0.301], [-2.345, 3.910, -0.951], [-2.217, -4.017, -0.102], [1.522, 0.740, -2.506], [0.137, 4.812, -0.124], [-3.446, -2.057, -0.596], [-0.540, -0.137, -0.488], [2.250, -4.085, 1.949]],
  "nbo_charge": [-0.69, -0.03, -0.33, -0.63, -0.19, -0.28, -0.20, -0.21, -0.23, -0.19, 0.37, -0.24, -0.64, -0.01, -0.20, 0.22, 0.21, 0.21, 0.21, 0.22, 0.21, 0.21, 0.22, 0.22, 0.22, 0.21, 0.22, 0.21, 0.48, 0.23, 0.22],
  "smiles": "Cc1ccc(O)cc1.Cc1ccccc1",
  "multiplicity": 1,
  "lumo_ev": 0.85,
  "charge": 0,
  "gap_ev": 9.002
}

=====

b.
{
  "formula": "C14H16O",
  "method": "the ωB97M-V functional and the def2-TZVPD basis",
  "elements": ["O", "C", "C", "C", "C", "C", "C", "C", "C", "C", "C", "C", "C", "C", "C", "H", "H", "H", "H", "H", "H", "H", "H", "H", "H", "H", "H", "H", "H", "H", "H"],
  "positions_angstrom": [[1.788, -0.644, -0.726], [2.380, -0.731, 3.417], [-2.653, -0.605, -4.294], [0.023, -0.264, 3.306], [0.262, 0.940, 2.563], [0.847, -0.668, -2.909], [2.621, 0.378, 2.675], [-0.560, -0.239, -1.094], [-0.129, -0.448, -3.822], [1.058, -1.107, 3.666], [1.590, 1.311, 2.378], [0.702, -0.487, -1.512], [-1.662, -0.243, -1.961], [-1.497, -0.383, -3.318], [-0.947, 1.781, 2.323], [0.784, -2.066, 4.089], [-1.000, -0.492, 3.553], [3.135, -1.379, 3.848], [0.014, -0.545, -4.886], [3.609, 0.768, 2.451], [1.818, -0.998, -3.276], [-3.020, -1.617, -4.214], [1.836, 2.316, 2.075], [-0.658, 2.780, 1.964], [-1.419, 1.362, 1.427], [-2.693, -0.307, -1.630], [1.828, -0.129, 0.109], [-1.618, 1.952, 3.153], [-2.295, -0.312, -5.281], [-0.751, -0.074, -0.035], [-3.394, 0.149, -4.039]],
  "nbo_charge": [-0.69, -0.22, -0.63, -0.21, -0.01, -0.24, -0.22, -0.28, -0.20, -0.20, -0.24, 0.29, -0.22, -0.02, -0.65, 0.22, 0.21, 0.22, 0.21, 0.22, 0.22, 0.22, 0.22, 0.22, 0.22, 0.21, 0.50, 0.23, 0.21, 0.20, 0.21],
  "smiles": "Cc1ccc(O)cc1.Cc1ccccc1",
  "multiplicity": 1,
  "lumo_ev": 0.88,
  "charge": 0,
  "gap_ev": 9.054
}

=====

Most favorable first, least favorable last: b, a

=====

a.
{
  "formula": "C2HBrF3I",
  "method": "the ωB97M-V functional and the def2-TZVPD basis",
  "elements": ["I", "Br", "F", "F", "F", "C", "C", "H"],
  "positions_angstrom": [[-3.192, 0.896, 0.161], [-1.524, -0.956, -0.445], [0.928, -0.788, 1.441], [1.969, 0.470, 0.118], [0.116, 1.167, 0.908], [0.763, 0.051, 0.403], [0.309, -0.667, -0.799], [0.630, -0.174, -1.786]],
  "nbo_charge": [-0.05, 0.38, -0.33, -0.31, -0.34, 0.88, -0.47, 0.24],
  "multiplicity": 1,
  "lumo_ev": [-2.30, -2.24],
  "charge": 0,
  "gap_ev": [6.876, 7.588]
}

=====

b.
{
  "formula": "C2HBrF3I",
  "method": "the ωB97M-V functional and the def2-TZVPD basis",
  "elements": ["I", "Br", "F", "F", "F", "C", "C", "H"],
  "positions_angstrom": [[-3.529, 0.096, 0.338], [-1.462, -2.051, -0.382], [1.027, -1.643, 1.778], [2.176, -0.616, 0.141], [0.384, 0.202, 1.132], [0.181, -1.373, -0.560], [0.932, -0.927, 0.634], [0.535, -1.193, -1.613]],
  "nbo_charge": [-0.14, 0.31, -0.31, -0.32, -0.32, -0.39, 0.90, 0.25],
  "multiplicity": 1,
  "lumo_ev": [-1.73, -2.67],
  "charge": 0,
  "gap_ev": [8.159, 6.921]
}

=====

Most favorable first, least favorable last: b, a

=====

a.
{
  "formula": "C2H3NOS",
  "method": "the ωB97M-V functional and the def2-TZVPD basis",
  "elements": ["S", "O", "N", "C", "C", "H", "H", "H"],
  "positions_angstrom": [[-1.784, -0.445, -0.021], [2.555, -0.391, -0.044], [0.588, 0.798, -0.008], [-0.753, 0.798, 0.008], [1.348, -0.400, 0.072], [1.018, 1.748, -0.115], [0.612, -1.254, 0.193], [-1.213, 1.788, 0.186]],
  "nbo_charge": [-0.07, -0.53, -0.64, -0.09, 0.53, 0.42, 0.17, 0.20],
  "smiles": "O=CNC=S",
  "multiplicity": 1,
  "lumo_ev": -0.28,
  "charge": 0,
  "gap_ev": 8.695
}

=====

b.
{
  "formula": "C2H3NOS",
  "method": "the ωB97M-V functional and the def2-TZVPD basis",
  "elements": ["S", "O", "N", "C", "C", "H", "H", "H"],
  "positions_angstrom": [[-1.949, -0.764, 0.026], [2.166, -0.642, 0.051], [0.285, 0.448, -0.026], [-0.971, 0.549, -0.188], [1.054, -0.780, -0.165], [0.654, 1.275, 0.448], [0.178, -1.678, -0.162], [-1.417, 1.592, 0.017]],
  "nbo_charge": [-0.15, -0.50, -0.64, -0.04, 0.53, 0.41, 0.18, 0.21],
  "smiles": "O=CNC=S",
  "multiplicity": 1,
  "lumo_ev": -0.19,
  "charge": 0,
  "gap_ev": 8.466
}

=====

Most favorable first, least favorable last: a, b

=====

a.
{
  "formula": "C2H3NOS",
  "method": "the ωB97M-V functional and the def2-TZVPD basis",
  "elements": ["S", "O", "N", "C", "C", "H", "H", "H"],
  "positions_angstrom": [[-1.024, -1.662, 0.232], [1.869, -0.867, -0.710], [-0.294, -0.258, 0.345], [0.772, -0.498, -0.860], [-0.433, 0.861, 0.929], [0.258, -0.425, -1.855], [-1.194, 1.181, 1.544], [0.046, 1.668, 0.375]],
  "nbo_charge": [-0.02, -0.48, -0.47, 0.52, -0.10, 0.17, 0.20, 0.18],
  "multiplicity": 1,
  "lumo_ev": -0.15,
  "charge": 0,
  "gap_ev": 8.494
}

=====

b.
{
  "formula": "C2H3NOS",
  "method": "the ωB97M-V functional and the def2-TZVPD basis",
  "elements": ["S", "O", "N", "C", "C", "H", "H", "H"],
  "positions_angstrom": [[3.169, 0.919, 0.020], [3.949, -1.639, -0.086], [-0.694, -0.193, 0.056], [-0.228, 0.283, -1.035], [3.531, -0.577, -0.016], [-0.563, -0.039, -2.043], [-0.959, -1.165, -0.067], [-0.036, 1.345, -0.896]],
  "nbo_charge": [0.02, -0.45, -0.57, -0.08, 0.43, 0.16, 0.32, 0.16],
  "smiles": "O=C=S.C=N",
  "multiplicity": 1,
  "lumo_ev": 0.63,
  "charge": 0,
  "gap_ev": 10.889
}

=====

Most favorable first, least favorable last: b, a

=====

a.
{
  "formula": "C2H3NOS",
  "method": "the ωB97M-V functional and the def2-TZVPD basis",
  "elements": ["S", "O", "N", "C", "C", "H", "H", "H"],
  "positions_angstrom": [[1.768, -1.125, -0.261], [-3.221, -0.530, 0.217], [-0.923, -0.156, -0.197], [-2.069, -0.393, 0.026], [0.545, 0.297, -0.034], [0.683, 0.976, 0.759], [2.480, -0.234, 0.350], [0.737, 1.165, -0.859]],
  "nbo_charge": [0.02, -0.54, -0.58, 0.86, -0.31, 0.22, 0.12, 0.22],
  "smiles": "O=C=NCS",
  "multiplicity": 1,
  "lumo_ev": 0.41,
  "charge": 0,
  "gap_ev": 10.221
}

=====

b.
{
  "formula": "C2H3NOS",
  "method": "the ωB97M-V functional and the def2-TZVPD basis",
  "elements": ["S", "O", "N", "C", "C", "H", "H", "H"],
  "positions_angstrom": [[-1.812, 0.050, -0.053], [1.888, -0.884, -0.084], [1.128, 1.291, -0.032], [1.009, -0.061, -0.072], [-0.373, -0.631, 0.177], [2.040, 1.462, 0.381], [-0.102, -1.728, 0.411], [0.237, 1.649, 0.322]],
  "nbo_charge": [0.12, -0.57, -0.81, 0.59, -0.38, 0.41, 0.23, 0.40],
  "smiles": "NC(=O)C=S",
  "multiplicity": 1,
  "lumo_ev": -1.25,
  "charge": 0,
  "gap_ev": 8.162
}

=====

Most favorable first, least favorable last: b, a